Entry 1:
A molecular structure, C22H35ClO2P2Pt in a non-equilibrium geometry. Source: the OMol25 dataset; level of theory: the ωB97M-V functional and the def2-TZVPD basis.

The geometry in XYZ format:
```
63
Properties=species:S:1:pos:R:3:forces:R:3:nbo_charge:R:1
P 2.000206 0.646264 -2.642778 -0.8515 -2.2100 1.9739 1.529
P -2.585896 -0.536677 1.827911 2.3020 1.0841 -1.4560 1.904
C -0.539782 -2.094316 0.294660 -1.0606 -0.7435 -0.0192 -0.649
C -1.829457 -2.051258 1.173446 -0.6830 -0.6931 0.0389 -0.778
H -0.381518 -3.175120 0.079174 -0.6278 0.5140 -0.0834 0.235
H -0.730266 -1.575074 -0.658943 0.1913 -0.0376 0.3058 0.205
H -2.651264 -2.498741 0.589446 0.2507 -0.2208 0.0765 0.257
H -1.666392 -2.688810 2.051171 -0.2379 -0.0437 -0.0614 0.262
C -1.527160 -0.047808 3.185261 -0.0866 0.0520 0.4934 -1.028
H -2.076571 -0.184378 4.126896 0.2350 0.1080 -0.1246 0.276
H -1.185369 0.991174 3.092151 -0.2078 -0.2229 0.0221 0.303
H -0.644813 -0.706519 3.187953 -0.2870 0.2368 -0.0405 0.276
C -4.313917 -0.472876 2.239907 -0.4031 -0.5778 0.1569 -1.019
H -4.520859 -1.230298 3.008587 -0.0430 0.1617 -0.1153 0.287
H -4.934690 -0.685340 1.356075 0.2735 0.0631 0.2743 0.287
H -4.576894 0.519387 2.643890 0.2886 -0.3056 -0.1895 0.295
C 3.011919 2.003414 -3.232571 0.2017 0.3582 0.0239 -0.979
H 2.502222 2.949289 -2.997607 0.1923 -0.2383 -0.0734 0.283
H 3.134991 1.929178 -4.324834 0.0027 -0.0153 0.4532 0.284
H 3.997583 1.999102 -2.747021 -0.2723 0.0283 -0.1376 0.285
C 1.268539 -0.181019 -4.060543 0.0178 -0.1485 -0.5787 -0.978
H 1.025131 -1.231065 -3.867607 0.0360 0.2887 0.1288 0.274
H 1.967642 -0.155336 -4.906964 -0.2053 -0.0135 0.1729 0.273
H 0.343794 0.338792 -4.345968 0.2907 -0.0471 0.0141 0.272
Pt 1.473846 -1.877366 0.771242 -2.4384 1.7506 0.4403 0.736
C 2.702113 -3.408562 0.238828 1.1691 -0.8781 1.1805 -0.263
C 3.100531 -2.860700 1.536122 1.0073 -2.3871 -0.5269 -0.266
C 4.256016 -1.902180 1.709938 -0.2091 0.3850 0.3944 -0.457
C 4.199060 -0.751211 0.692449 0.0949 0.5675 -0.1613 -0.426
C 2.792044 -0.507581 0.044122 0.6826 1.9250 -0.7398 -0.523
C 2.891648 -0.642421 -1.481620 0.9760 1.4864 -1.4421 -0.453
C 2.757907 -2.072804 -1.995251 0.1932 -0.3095 -0.4669 -0.412
C 3.411957 -3.162626 -1.093475 -0.4733 -0.0257 -0.2803 -0.450
C 0.631800 1.190556 -1.609939 -0.3718 0.7466 -0.2779 -0.983
H 2.176994 -4.377259 0.303104 0.2346 0.5017 -0.0524 0.244
H 2.872716 -3.505484 2.394182 0.0391 0.3113 -0.2553 0.249
H 5.221288 -2.434088 1.680713 -0.3429 0.0102 -0.1449 0.249
H 4.211612 -1.463893 2.716955 -0.1086 -0.2620 -0.1622 0.235
H 4.470590 0.188037 1.193472 0.0537 -0.3033 -0.0615 0.235
H 4.961644 -0.894840 -0.085100 -0.2751 -0.0132 0.0941 0.209
H 2.428179 0.490751 0.336294 0.2162 -0.1870 -0.1095 0.220
H 3.878596 -0.245811 -1.789980 0.2928 -0.6478 0.4031 0.216
H 3.242677 -2.128146 -2.980103 -0.1461 -0.1166 0.1238 0.227
H 1.697603 -2.319066 -2.160211 0.2112 -0.0979 0.2126 0.203
H 3.319476 -4.107855 -1.649434 0.2255 0.3190 0.0739 0.248
H 4.485568 -2.966506 -0.959874 -0.3248 -0.0081 0.0476 0.232
H 0.125705 0.380971 -1.059647 0.4619 0.1431 -0.3462 0.276
H -0.095057 1.675194 -2.272982 -0.0081 0.0718 0.2699 0.256
H 0.983493 1.926203 -0.880612 -0.1151 -0.0946 -0.0429 0.282
Cl -7.099950 5.040279 1.195744 0.7384 -0.3872 -0.1390 0.192
C -5.646998 4.171881 0.951437 -1.8229 0.9953 0.2302 -0.025
C -4.431998 4.679015 1.440027 3.2022 -0.2853 0.4143 -0.161
C -3.262487 3.933357 1.284820 -1.6225 3.3589 0.9847 -0.232
C -3.323920 2.673411 0.677252 3.0819 -2.2787 0.3874 -0.022
C -4.520722 2.194085 0.128681 -3.4673 0.1990 -0.6664 -0.272
C -5.689664 2.944855 0.266380 1.5161 -2.6977 -1.0295 -0.143
C -2.105886 1.841193 0.761585 -2.0141 1.6411 -0.0259 0.612
O -0.977211 2.232082 0.979641 0.4309 -0.0961 0.1252 -0.573
O -2.358480 0.465656 0.573380 -0.1147 -1.0879 0.3016 -0.817
H -4.417099 5.645690 1.936860 0.0314 -0.2027 -0.0652 0.256
H -2.304307 4.284990 1.659550 -0.2886 0.0534 -0.0740 0.256
H -4.519460 1.231296 -0.382602 -0.1901 0.3952 0.0476 0.234
H -6.627002 2.576932 -0.143636 0.1580 0.1281 0.0835 0.252
```
Positions in Å, forces in eV/Å.

## Properties
**Charge**: +2
**Energy above the lowest of the compared OMol25 structures with the same formula, charge and spin**: 0.0 kJ/mol
**Spin multiplicity**: 5
**HOMO energy (spin up / spin down)**: -10.8 / -14.7 eV
**Orbital gap (spin up / spin down)**: 6.046 / 6.084 eV
**Maximum force**: 3.86 eV/Å

=====

Entry 2:
A molecular structure, C22H35FeNO2P2S2 in a non-equilibrium geometry. Source: the OMol25 dataset; level of theory: the ωB97M-V functional and the def2-TZVPD basis.

The geometry in XYZ format:
```
65
Properties=species:S:1:pos:R:3:forces:R:3:nbo_charge:R:1
P 0.396521 -2.085128 -0.212695 -1.6900 0.8681 1.8786 1.125
P -0.230390 2.028143 0.629853 -1.2776 -3.4817 -1.6063 1.277
C 0.921054 -0.230936 -1.449184 -0.4155 1.6860 -0.1425 -0.641
C 0.927614 1.121975 -0.748259 1.3284 0.0969 -0.5868 -0.777
H 0.092989 -0.329445 -2.198701 1.4355 0.3506 0.1496 0.275
H 1.889961 -0.537223 -1.848987 -0.3267 -0.2109 0.4377 0.226
H 1.938655 1.204895 -0.336293 -0.4331 0.2529 0.3515 0.244
H 0.746364 1.935172 -1.451662 0.3619 0.0828 0.1255 0.220
C -1.374441 3.108230 -0.269326 -0.3412 0.4621 0.1400 -1.008
H -1.600087 3.878109 0.487768 -0.1656 0.0889 -0.5155 0.252
H -2.312952 2.594735 -0.582045 0.8455 0.2573 0.4264 0.279
H -0.882858 3.554309 -1.154223 -0.1781 -0.0732 0.4884 0.250
C 1.079209 3.045279 1.243823 0.1550 1.2311 0.4029 -1.017
H 0.787439 4.067382 0.966660 0.2950 -0.0308 0.3076 0.241
H 2.055172 2.804968 0.800292 -0.5159 -0.0110 0.2312 0.268
H 1.109807 2.871237 2.316666 0.2071 0.4550 0.0364 0.329
C -0.904830 -3.310432 -0.507351 0.0389 -1.3689 -0.2195 -0.968
H -0.959083 -3.969835 0.379692 0.0148 0.0566 -0.5542 0.244
H -0.689210 -3.903066 -1.402097 -0.1977 -0.0927 0.0802 0.236
H -1.880883 -2.815091 -0.632298 0.5282 -0.0192 0.0683 0.263
C 2.063332 -2.768708 -0.516778 0.1768 -0.4297 -0.1060 -0.949
H 2.799751 -1.952680 -0.616300 -0.4074 -0.3973 0.1301 0.250
H 2.057741 -3.354186 -1.451573 0.1171 0.1897 0.3584 0.243
H 2.373446 -3.414222 0.324896 -0.2217 0.1718 -0.4492 0.250
Fe -0.757813 -0.133935 -0.577877 -0.4841 -0.3775 1.6261 0.084
C 0.291205 1.370254 -3.641715 -1.3577 0.9373 -0.3031 -0.197
C -1.023666 1.286646 -3.303173 1.3086 1.0877 -0.9604 -0.219
C -1.976762 0.691717 -4.284973 -0.6622 -0.6259 -0.2376 -0.436
C -1.650487 -0.771988 -4.697434 -0.5275 0.3328 -0.8132 -0.448
C -0.840183 -1.572156 -3.726696 0.6233 -0.7446 -0.4193 -0.202
C 0.501687 -1.645765 -3.809429 -1.0583 -0.6004 -0.9220 -0.180
C 1.296036 -0.775414 -4.752872 0.5505 -0.0577 -0.1359 -0.457
C 0.881137 0.712690 -4.843940 0.4612 0.5543 -0.7095 -0.455
C 0.278984 -2.019298 1.622932 0.7152 1.0662 0.1268 -0.955
H 1.009272 2.071826 -3.200978 -0.5209 -0.5110 0.4151 0.195
H -1.470423 1.769754 -2.427865 0.4375 -0.0500 -0.3790 0.208
H -1.973859 1.287493 -5.213593 0.0550 -0.0128 0.2914 0.210
H -3.004165 0.746000 -3.919249 0.1197 -0.0363 0.2138 0.219
H -2.590962 -1.296080 -4.924208 0.1538 0.0714 0.3216 0.224
H -1.166805 -0.719796 -5.686766 0.1670 -0.2393 0.4664 0.204
H -1.412462 -2.142263 -2.985870 0.3795 0.0495 -0.2594 0.214
H 1.079130 -2.393048 -3.248887 -0.3712 0.4699 0.0794 0.197
H 1.295485 -1.149898 -5.792683 -0.1404 -0.1662 0.3917 0.229
H 2.352734 -0.819047 -4.464912 -0.1202 -0.0333 0.1210 0.210
H 1.783406 1.309347 -5.065172 -0.1865 -0.4343 -0.1658 0.216
H 0.245836 0.836812 -5.728738 -0.1117 0.0559 0.2122 0.208
H 0.496891 -0.978692 1.967807 0.2546 -0.9890 -0.1971 0.281
H 1.051622 -2.691544 2.001896 -0.3223 -0.0920 0.4822 0.228
H -0.740282 -2.217711 1.989740 0.4462 -0.2753 -0.3525 0.250
O 2.156521 2.295312 4.671950 0.7252 0.5177 -0.2844 -0.955
S 1.714264 0.953264 4.426171 -2.7368 -0.9759 0.3350 2.292
O 2.674289 -0.123636 4.503091 0.1030 0.4710 -0.6037 -0.938
N 0.727810 0.922671 3.093948 2.7343 0.0677 -0.8872 -0.941
C -0.556146 0.731107 3.330942 -0.7721 -0.3906 1.9022 -0.046
S -1.568879 0.803472 1.853986 0.7994 0.5997 0.2483 0.060
C -0.847157 0.453334 4.755059 -0.1586 0.2978 -0.6914 -0.123
C -1.998681 0.067122 5.470930 0.0734 0.0814 0.1481 -0.210
C -1.899682 -0.275075 6.822011 -0.0856 0.1983 -0.6768 -0.208
C -0.678973 -0.207282 7.488770 0.5433 0.0718 0.6178 -0.250
C 0.463829 0.249904 6.834400 -0.1706 -0.1245 -0.4245 -0.195
C 0.352460 0.560570 5.483859 0.4399 -0.3085 0.6700 -0.289
H -2.954793 0.051318 4.967406 -0.1186 -0.1477 -0.0049 0.209
H -2.781068 -0.598456 7.369474 0.0737 0.0523 -0.1696 0.212
H -0.600630 -0.507050 8.537446 -0.1390 0.1356 -0.3443 0.211
H 1.436991 0.324014 7.333333 -0.4538 -0.0601 -0.1600 0.229
```
Positions in Å, forces in eV/Å.

## Properties
**Energy above the lowest of the compared OMol25 structures with the same formula, charge and spin**: 475.4 kJ/mol
**Spin multiplicity**: 5
**HOMO energy (spin up / spin down)**: -4.6 / -7.1 eV
**Orbital gap (spin up / spin down)**: 4.600 / 7.056 eV
**Maximum force**: 4.04 eV/Å

=====

Entry 3:
A molecular structure, C22H35IrO4Se2Si2Te3. Source: the OMol25 dataset; level of theory: the ωB97M-V functional and the def2-TZVPD basis.

The geometry in XYZ format:
```
69
Properties=species:S:1:pos:R:3:forces:R:3:nbo_charge:R:1
Ir 1.127348 0.917297 2.043269 0.1064 -0.0054 -0.0261 0.665
Se 1.502097 1.004572 4.467425 0.0278 0.0129 0.0020 -0.339
Te 3.884218 1.222936 5.041465 -0.0277 0.0009 -0.0369 0.217
Te 5.066276 1.471370 2.637335 0.0075 0.0022 0.0373 0.201
Se 3.340278 0.685436 1.062877 -0.0407 0.0050 -0.0305 -0.339
O 0.376064 1.070912 -0.471250 0.0251 0.0105 0.0368 -0.747
C 0.381585 2.449333 -0.909646 -0.0015 -0.0092 0.0196 0.036
C 0.565604 3.379961 0.320351 -0.0440 0.0075 0.0006 0.777
O 0.728148 4.562307 0.124837 0.0067 -0.0062 -0.0047 -0.609
O 0.431611 2.836431 1.498946 0.0082 -0.0244 -0.0274 -0.834
C -1.000421 2.784428 -1.459995 -0.0144 -0.0135 0.0212 0.050
C -1.165880 3.821944 -2.370654 -0.0019 0.0118 -0.0051 -0.211
C -2.431533 4.157232 -2.825731 0.0111 -0.0026 -0.0025 -0.208
C -3.544998 3.466791 -2.367792 -0.0058 -0.0069 0.0072 -0.215
C -3.385929 2.446302 -1.442567 -0.0019 0.0086 -0.0002 -0.199
C -2.119379 2.107851 -0.986780 -0.0018 -0.0154 -0.0138 -0.245
C 1.486247 2.593211 -1.943568 0.0155 -0.0077 -0.0023 0.026
C 2.678596 3.262279 -1.695809 -0.0021 0.0010 0.0020 -0.203
C 3.690192 3.257535 -2.646832 0.0024 0.0009 -0.0017 -0.211
C 3.525956 2.583582 -3.847261 0.0029 0.0019 0.0029 -0.196
C 2.338665 1.911031 -4.101121 -0.0047 0.0008 0.0003 -0.218
C 1.325380 1.920538 -3.155761 0.0039 0.0065 0.0031 -0.238
H 0.998316 0.592966 -1.033479 -0.0086 -0.0003 0.0086 0.501
H -0.301143 4.373124 -2.716268 0.0043 -0.0010 0.0028 0.227
H -2.547997 4.963728 -3.538172 0.0010 0.0010 0.0017 0.214
H -4.532837 3.729648 -2.723573 0.0004 0.0001 -0.0003 0.213
H -4.252163 1.916804 -1.065828 -0.0020 -0.0026 0.0000 0.210
H -2.004435 1.323703 -0.249309 -0.0070 0.0401 -0.0075 0.222
H 2.813536 3.800442 -0.768661 0.0011 0.0001 -0.0001 0.240
H 4.612706 3.786262 -2.444481 0.0009 -0.0006 0.0004 0.216
H 4.317924 2.585058 -4.585040 0.0006 -0.0004 0.0015 0.213
H 2.197101 1.387617 -5.037925 0.0001 0.0015 0.0008 0.215
H 0.389823 1.412549 -3.362841 -0.0056 0.0020 -0.0027 0.221
O -1.948932 1.733761 2.484512 0.0154 -0.0524 -0.0011 -0.966
H -1.308919 2.366051 2.112311 -0.0001 0.0238 0.0133 0.502
H -1.987090 1.948038 3.422542 -0.0362 0.0199 -0.0138 0.476
C -4.128304 -0.785588 1.117381 -0.0038 0.0013 -0.0086 -1.122
Si -3.095308 -2.116858 0.314135 0.0109 -0.0013 -0.0020 1.646
C -3.623354 -2.364643 -1.463466 -0.0019 -0.0005 0.0035 -1.114
C -3.230487 -3.723214 1.267981 -0.0062 0.0022 0.0064 -1.122
C -1.289521 -1.579212 0.308314 0.0032 0.0036 0.0061 -1.170
Te -0.544819 -1.188683 2.272064 -0.0546 0.0072 0.0092 0.738
C 0.476748 -3.059910 2.446551 -0.0130 -0.0044 -0.0021 -1.165
Si 2.179718 -3.259819 1.660675 0.0200 -0.0019 0.0011 1.661
C 3.434948 -2.496790 2.815692 0.0031 -0.0135 -0.0143 -1.129
C 2.511059 -5.100301 1.527374 0.0035 0.0059 0.0029 -1.112
C 2.181420 -2.536547 -0.068348 -0.0059 -0.0068 0.0024 -1.126
H -5.177559 -1.086401 1.162633 0.0006 -0.0028 -0.0032 0.240
H -4.071365 0.148214 0.554388 0.0016 0.0084 0.0026 0.241
H -3.794625 -0.566637 2.133170 0.0028 -0.0062 0.0073 0.251
H -4.669019 -2.675143 -1.521374 -0.0003 0.0005 -0.0023 0.240
H -3.020316 -3.129001 -1.958236 0.0020 0.0009 0.0005 0.237
H -3.519407 -1.435550 -2.028939 0.0010 -0.0004 0.0001 0.243
H -4.264289 -4.074702 1.289207 0.0010 -0.0033 0.0019 0.244
H -2.905347 -3.600188 2.304320 -0.0033 0.0012 -0.0011 0.238
H -2.623539 -4.509351 0.812207 0.0003 -0.0015 -0.0023 0.234
H -1.144476 -0.660308 -0.259398 0.0149 -0.0134 0.0065 0.281
H -0.629492 -2.337909 -0.116630 -0.0115 0.0042 -0.0008 0.248
H -0.243041 -3.779140 2.047000 -0.0018 0.0004 0.0036 0.247
H 0.544894 -3.247387 3.520911 0.0001 -0.0018 0.0008 0.254
H 3.571188 -3.149076 3.682669 0.0016 0.0067 0.0015 0.237
H 3.116256 -1.517102 3.175726 -0.0079 0.0034 -0.0027 0.245
H 4.405767 -2.371590 2.331325 -0.0011 -0.0047 0.0021 0.245
H 2.468356 -5.582714 2.506246 -0.0001 -0.0006 0.0006 0.237
H 3.504330 -5.284757 1.111046 0.0006 -0.0006 0.0003 0.241
H 1.782749 -5.591053 0.877979 -0.0012 0.0008 -0.0003 0.234
H 1.728023 -1.543966 -0.085883 0.0038 0.0041 0.0009 0.227
H 1.622891 -3.182256 -0.751213 0.0040 0.0035 -0.0052 0.235
H 3.199907 -2.445422 -0.451037 0.0022 -0.0009 -0.0008 0.250
```
Positions in Å, forces in eV/Å.

## Properties
**Energy above the lowest of the compared OMol25 structures with the same formula, charge and spin**: 12.5 kJ/mol
**Spin multiplicity**: 5
**HOMO energy (spin up / spin down)**: -7.1 / -8.1 eV
**Orbital gap (spin up / spin down)**: 6.503 / 5.807 eV
**Maximum force**: 0.11 eV/Å